[1]
Entry from OMol25: 11 unconnected molecules or ions with the total composition C41H114N12O11 in a non-equilibrium geometry (wB97M-V/def2-TZVPD).

Geometry (Å):
C 3.55 7.45 1.21
O 3.93 6.41 0.40
C 3.40 6.45 -0.90
C 3.84 5.14 -1.54
C 3.25 5.00 -2.88
N 3.53 3.94 -0.77
H 3.91 7.19 2.21
H 2.44 7.47 1.35
H 3.84 8.43 0.77
H 2.31 6.44 -0.88
H 3.83 7.30 -1.47
H 4.92 5.12 -1.62
H 3.44 5.82 -3.53
H 2.16 4.92 -2.78
H 3.65 4.10 -3.37
H 4.02 3.94 0.14
H 2.52 3.79 -0.70
C 2.05 -3.78 2.32
O 2.64 -2.82 1.47
C 3.93 -3.11 0.93
C 4.34 -1.95 0.05
C 5.55 -2.39 -0.72
N 4.60 -0.64 0.63
H 2.66 -4.07 3.16
H 1.91 -4.71 1.79
H 1.08 -3.33 2.67
H 4.69 -3.34 1.74
H 3.91 -3.99 0.24
H 3.45 -1.79 -0.58
H 5.99 -1.52 -1.21
H 5.24 -3.16 -1.43
H 6.28 -2.71 -0.02
H 5.54 -0.61 0.99
H 3.89 -0.45 1.36
C 3.06 1.18 7.37
O 2.15 0.14 7.11
C 1.34 0.34 5.90
C 2.04 0.09 4.58
C 1.12 0.58 3.47
N 2.34 -1.32 4.42
H 2.63 2.18 7.35
H 3.99 1.15 6.80
H 3.36 1.03 8.40
H 0.37 -0.17 5.92
H 1.08 1.39 5.92
H 2.97 0.67 4.64
H 1.10 1.66 3.40
H 0.08 0.30 3.67
H 1.45 0.22 2.51
H 2.90 -1.54 3.64
H 2.79 -1.61 5.27
C -4.86 -2.89 1.35
O -5.30 -4.09 1.86
C -4.65 -4.48 3.07
C -5.20 -5.84 3.51
C -6.65 -5.61 3.97
N -4.48 -6.49 4.61
H -5.41 -2.74 0.42
H -3.82 -2.88 1.11
H -5.02 -1.97 2.02
H -3.55 -4.49 2.95
H -4.90 -3.74 3.84
H -5.15 -6.52 2.70
H -6.46 -5.21 4.96
H -7.20 -6.59 4.12
H -7.30 -5.07 3.32
H -3.57 -6.82 4.38
H -4.42 -5.88 5.40
C -1.58 -5.83 0.52
O -2.19 -5.59 -0.73
C -3.51 -5.99 -0.64
C -4.32 -5.57 -1.89
C -4.22 -4.06 -2.20
N -5.75 -5.84 -1.89
H -0.53 -5.57 0.40
H -1.70 -6.90 0.80
H -1.95 -5.19 1.36
H -3.54 -7.06 -0.53
H -4.06 -5.47 0.21
H -3.90 -6.16 -2.73
H -4.73 -3.93 -3.12
H -3.17 -3.72 -2.33
H -4.66 -3.46 -1.39
H -5.85 -6.82 -1.72
H -6.22 -5.30 -1.16
C -0.65 3.88 -2.01
O -0.53 4.12 -3.39
C 0.20 3.05 -4.02
C 0.45 3.38 -5.44
C 1.02 2.08 -6.17
N 1.49 4.36 -5.50
H 0.27 4.00 -1.43
H -1.06 2.85 -1.78
H -1.26 4.63 -1.52
H 1.15 2.89 -3.54
H -0.41 2.14 -4.03
H -0.53 3.80 -5.81
H 1.89 1.69 -5.64
H 1.43 2.30 -7.14
H 0.27 1.26 -6.31
H 1.40 5.10 -4.84
H 1.67 4.69 -6.44
C 3.05 -0.84 -3.77
O 4.16 -0.29 -3.02
C 4.51 0.99 -3.46
C 5.87 1.33 -2.95
C 6.95 0.38 -3.42
N 6.01 1.43 -1.48
H 2.86 -1.82 -3.36
H 3.20 -0.77 -4.85
H 2.09 -0.20 -3.62
H 4.57 0.98 -4.54
H 3.78 1.68 -3.09
H 6.19 2.33 -3.34
H 6.78 -0.64 -3.03
H 7.87 0.64 -2.91
H 7.13 0.47 -4.51
H 5.60 0.58 -1.11
H 5.38 2.19 -1.20
C 0.74 5.14 1.72
O -0.59 4.62 1.59
C -0.87 3.31 2.06
C -2.32 3.03 2.16
C -3.01 3.16 0.79
N -2.92 3.92 3.24
H 0.70 6.12 2.19
H 1.13 5.19 0.72
H 1.37 4.56 2.39
H -0.34 2.52 1.53
H -0.47 3.17 3.06
H -2.41 1.98 2.48
H -2.44 2.63 -0.01
H -2.96 4.22 0.50
H -4.06 2.87 0.86
H -3.87 3.63 3.31
H -2.90 4.87 2.88
C 2.02 1.00 -0.66
O 1.34 0.10 0.13
C 0.60 -0.82 -0.62
C -0.40 -1.53 0.23
C -1.16 -2.59 -0.59
N -1.24 -0.58 1.00
H 1.43 1.58 -1.34
H 2.83 0.48 -1.21
H 2.41 1.74 0.02
H 0.04 -0.34 -1.43
H 1.17 -1.60 -1.11
H 0.25 -2.08 0.93
H -1.88 -3.11 0.04
H -0.52 -3.35 -1.00
H -1.76 -2.13 -1.38
H -0.61 0.14 1.36
H -1.92 -0.19 0.37
C -4.46 -0.21 -1.20
O -3.24 0.32 -1.65
C -2.96 -0.13 -2.97
C -3.59 0.75 -4.03
C -3.19 0.27 -5.40
N -3.20 2.17 -3.89
H -4.49 -1.33 -1.23
H -5.29 0.14 -1.82
H -4.74 0.19 -0.23
H -1.85 -0.17 -2.97
H -3.25 -1.18 -3.14
H -4.69 0.65 -3.94
H -3.59 0.99 -6.13
H -3.48 -0.80 -5.56
H -2.12 0.31 -5.48
H -3.50 2.43 -2.98
H -3.84 2.72 -4.48
N -1.65 -1.99 3.66
C -2.29 -1.32 4.69
N -3.51 -0.58 4.31
O -1.92 -1.28 5.81
H -1.74 -1.87 2.65
H -0.84 -2.47 3.98
H -3.95 -0.84 3.44
H -4.04 -0.17 5.05

Values from the calculation:
HOMO	-8.884	eV
F_max	4.8	eV Å⁻¹
total charge	0
lowest unoccupied orbital energy	0.5	eV
orbital gap	9.38	eV

=====

[2]
Entry from OMol25: a molecular structure, C41H24BEuF9NPS2 in a non-equilibrium geometry (wB97M-V/def2-TZVPD).

Geometry (Å):
Eu 0.51 -0.14 0.04
S -1.24 -1.28 4.45
C -0.41 0.22 4.69
C -0.14 0.91 5.88
C 0.56 2.10 5.79
C 0.98 2.60 4.55
C 0.71 1.92 3.38
C 0.02 0.71 3.46
N -0.30 -0.11 2.38
C -0.96 -1.18 2.73
C -1.35 -2.25 1.80
C -2.07 -3.35 2.29
C -2.31 -4.43 1.46
C -1.79 -4.41 0.17
C -1.11 -3.29 -0.30
C -0.89 -2.14 0.47
H -0.47 0.52 6.83
H 0.80 2.65 6.70
H 1.52 3.54 4.51
H 1.02 2.30 2.42
H -2.44 -3.36 3.31
H -2.87 -5.28 1.83
H -1.91 -5.27 -0.47
H -0.72 -3.33 -1.31
C -7.06 -0.78 0.29
C -6.20 -0.47 1.33
C -4.87 -0.17 1.06
C -4.38 -0.15 -0.25
C -5.26 -0.46 -1.29
C -6.59 -0.78 -1.02
P -2.63 0.35 -0.44
C -2.20 -0.41 -2.08
C -2.54 -1.74 -2.35
C -2.14 -2.36 -3.52
C -1.36 -1.67 -4.44
C -1.01 -0.36 -4.19
C -1.43 0.27 -3.03
C -2.78 2.12 -0.89
C -3.99 2.72 -1.17
C -4.06 4.09 -1.48
C -2.92 4.84 -1.51
C -1.66 4.25 -1.22
C -0.49 5.04 -1.26
C 0.72 4.46 -1.03
C 0.80 3.07 -0.75
C -0.29 2.22 -0.64
C -1.56 2.87 -0.91
H -8.10 -1.03 0.49
H -6.56 -0.47 2.35
H -4.19 0.05 1.88
H -4.92 -0.44 -2.31
H -7.26 -1.01 -1.84
H -3.11 -2.30 -1.62
H -2.42 -3.39 -3.70
H -1.03 -2.17 -5.35
H -0.40 0.19 -4.91
H -1.18 1.31 -2.87
H -4.91 2.15 -1.14
H -5.02 4.54 -1.70
H -2.95 5.90 -1.74
H -0.57 6.10 -1.49
H 1.63 5.05 -1.06
H 1.80 2.68 -0.59
F 4.77 3.27 5.64
C 4.41 2.74 4.46
C 4.06 3.56 3.41
F 4.06 4.89 3.58
C 3.68 3.00 2.20
F 3.34 3.86 1.23
C 3.64 1.63 1.97
S 3.22 0.92 0.43
C 4.00 0.84 3.07
F 3.97 -0.49 2.98
C 4.38 1.38 4.28
F 4.72 0.58 5.30
F 3.69 -2.36 -0.47
B 2.34 -2.43 -0.29
F 1.82 -3.69 -0.40
F 1.92 -1.80 0.94
F 1.67 -1.54 -1.31

Values from the calculation:
HOMO (spin up / spin down)	-2.601 / -5.323	eV
F_max	5.1	eV Å⁻¹
multiplicity	7
total charge	-1
lowest unoccupied orbital energy (spin up / spin down)	2.3 / -0.3	eV
orbital gap (spin up / spin down)	4.92 / 5.00	eV